ORCA calculation (ωB97M-V/def2-TZVPD) on an isolated molecule of C6H9FO in a non-equilibrium geometry.

```
17
Properties=species:S:1:pos:R:3:forces:R:3
H -0.87388 1.44387 -0.99745 1.182 -0.234 1.642
C 1.10648 -0.92017 -0.18515 -0.591 4.687 -2.208
H 1.52266 0.79591 -1.44505 -0.710 0.148 -0.840
F 1.49729 -1.15521 1.06917 0.490 -0.750 1.901
H -0.21381 0.35361 1.79145 0.472 -0.507 -0.307
C -0.15472 1.32468 -0.05717 0.248 4.547 -6.156
H -1.59984 1.20854 1.51629 -0.099 0.300 -0.813
C -0.82279 0.67687 0.94628 -4.749 -3.000 4.680
H -0.00276 2.37229 0.21426 0.552 -0.006 -0.184
O -2.59421 -0.89920 0.06405 2.815 1.694 0.336
H 1.80720 -1.30860 -0.87319 0.646 -1.083 -0.600
H 1.86032 1.12452 0.13250 0.196 -0.623 0.168
C -0.28873 -1.28334 -0.42341 -1.985 -4.215 -1.673
H -0.27909 -2.29882 0.02953 -0.976 0.231 0.034
C 1.08753 0.62219 -0.47575 2.972 0.153 1.460
C -1.42205 -0.49674 0.18385 -1.535 -2.054 1.285
H -0.62960 -1.56041 -1.49022 1.073 0.714 1.275
```
Forces are in eV/Å.

Results
net charge: 0
structure (SMILES): O=C1CCC[C@@H](F)C1
DFT total energy: -409.06499 a.u.
gap between HOMO and LUMO: 10.4310 eV
E_HOMO: -0.3514 hartree

What are the Mulliken partial charges on each atom? They are as follows, in elementary charge units: atom 1 (H): 0.227, atom 2 (C): 0.132, atom 3 (H): 0.424, atom 4 (F): -0.304, atom 5 (H): 0.301, atom 6 (C): -0.455, atom 7 (H): 0.347, atom 8 (C): -0.640, atom 9 (H): 0.355, atom 10 (O): -0.608, atom 11 (H): 0.390, atom 12 (H): 0.335, atom 13 (C): -0.478, atom 14 (H): 0.316, atom 15 (C): -0.925, atom 16 (C): 0.301, atom 17 (H): 0.280